Entry 1:
Entry from the Open Molecules 2025 dataset: a cluster of 2 separate species, H4O2 in total in a non-equilibrium geometry (ωB97M-V/def2-TZVPD).

The geometry in XYZ format:
```
6
H4O2 (ωB97M-V/def2-TZVPD)
O -1.44963 0.12028 -0.01784
H -1.24896 -0.60530 -0.69514
H -2.00716 -0.38863 0.66845
O 1.48984 -0.01686 -0.08553
H 1.35027 0.87281 0.28338
H 1.58420 -0.70620 0.57023
```

Calculated values
* E_HOMO: -10.89 eV
* LUMO level: 0.87 eV
* energy above the lowest of the compared OMol25 structures with the same formula, charge and spin: 9.3 kcal per mole
* total charge: 0
* DFT total energy: -4159.5346 eV
* gap between HOMO and LUMO: 11.77 eV

Entry 2:
Entry from the Open Molecules 2025 dataset: an isolated molecule of C3H8N2 in a non-equilibrium geometry (ωB97M-V/def2-TZVPD).

The geometry in XYZ format:
```
13
C3H8N2 (ωB97M-V/def2-TZVPD)
C -0.80978 1.63332 -0.14070
C -1.19983 0.25151 0.20842
N -0.27312 -0.60664 0.83222
C 0.80105 -1.06935 0.28808
N 1.45945 -0.55586 -0.80738
H -1.55530 2.25753 -0.06168
H -0.45260 1.56066 -1.28507
H 0.04760 2.02895 0.58258
H -1.76292 -0.08091 -0.69218
H -2.10947 0.23819 0.89095
H 1.38646 -1.87126 0.88589
H 1.02993 -0.08643 -1.59230
H 2.36329 -0.80218 -1.03689
```

Calculated values
* E_HOMO: -8.78 eV
* LUMO level: 0.97 eV
* energy above the lowest of the compared OMol25 structures with the same formula, charge and spin: 60.6 kcal per mole
* total charge: 0
* DFT total energy: -6219.2175 eV
* gap between HOMO and LUMO: 9.76 eV

Entry 3:
Entry from the Open Molecules 2025 dataset: a cluster of 4 separate species, C51H56F3N4O3PS in total in a non-equilibrium geometry (ωB97M-V/def2-TZVPD).

The geometry in XYZ format:
```
119
C51H56F3N4O3PS (ωB97M-V/def2-TZVPD)
C 2.99556 -3.10013 1.33852
C 2.22667 -2.03500 1.11903
C 2.44558 -1.03456 -0.00353
C 1.21259 -0.16881 -0.16533
C 0.14662 -0.70994 -0.88126
N 0.31834 -2.02655 -1.45276
C -0.24524 -2.91892 -0.83546
O -0.71789 -3.77888 -0.21159
C -1.03963 -0.01131 -1.06335
C -1.12917 1.25154 -0.48379
C -0.09036 1.81954 0.24481
C -0.31811 3.17369 0.87531
O 0.04566 4.18913 -0.04750
C -0.81940 5.30832 -0.10362
C -1.42597 5.52771 -1.50178
C -2.97715 5.46125 -1.54335
C 1.11269 1.11383 0.40846
P 2.57624 1.69545 1.34918
C 2.71380 3.53099 1.39707
C 2.46866 0.98818 3.04198
S -2.66527 2.09602 -0.70176
C -3.75012 0.71080 -0.45126
C -4.91878 0.82244 0.29918
C -5.27819 2.13045 0.97281
C -4.64487 2.20622 2.36503
C -5.54845 2.46291 3.55700
N -3.39404 2.05070 2.49763
C -5.71086 -0.30868 0.43133
N -6.92035 -0.29050 1.22302
C -7.83516 0.44553 0.88112
O -8.68049 1.20865 0.64790
C -5.34439 -1.52933 -0.15174
C -6.26857 -2.71460 0.06652
C -6.18607 -3.28868 1.49037
C -5.27534 -4.49079 1.55837
F -5.54784 -5.40564 0.61308
F -3.98353 -4.12190 1.41071
F -5.36710 -5.12288 2.74373
C -4.16542 -1.62474 -0.88575
C -3.69120 -2.90218 -1.55471
C -3.36389 -0.48740 -1.04457
N -2.14150 -0.55441 -1.78779
C -2.27127 0.00418 -3.15309
C -1.39577 -0.82425 -4.06705
C -0.08826 -0.57998 -4.22224
H 2.95157 -3.57253 2.31227
H 3.61893 -3.53326 0.56511
H 1.36205 -1.88439 1.76189
H 3.31823 -0.42708 0.22253
H 2.62165 -1.58624 -0.92925
H 0.25244 3.26608 1.80101
H -1.37031 3.22883 1.15975
H -0.22572 6.20011 0.12619
H -1.61683 5.27728 0.64271
H -1.04122 4.78825 -2.20332
H -1.13661 6.50894 -1.87599
H -3.31407 4.67228 -2.21313
H -3.38777 6.38630 -1.95295
H -3.41406 5.33691 -0.55288
H 3.73067 3.77435 1.70769
H 2.55191 3.96239 0.41325
H 2.07012 4.00388 2.14130
H 1.44565 0.94440 3.42421
H 3.14269 1.47804 3.74080
H 2.78623 -0.05162 2.94950
H -4.87665 2.96496 0.39830
H -6.34845 2.27791 1.08207
H -5.92623 1.50642 3.92421
H -4.94995 2.89316 4.35931
H -6.37150 3.13784 3.32854
H -3.12694 2.11477 3.47899
H -6.08895 -3.46671 -0.69130
H -7.28271 -2.34537 -0.07928
H -7.17341 -3.66242 1.77173
H -5.90459 -2.55479 2.23982
H -4.44028 -3.68461 -1.56324
H -3.35169 -2.65492 -2.55719
H -2.83531 -3.27709 -0.99459
H -1.93581 1.04231 -3.22008
H -3.30452 -0.09310 -3.48423
H -1.82098 -1.65682 -4.62396
H 0.31726 0.42912 -4.23869
H 0.63198 -1.38603 -4.31692
C 8.30039 5.96558 0.43968
C 8.01995 5.16805 1.54099
C 7.02309 4.20576 1.46317
C 6.31244 4.03283 0.28358
C 6.59448 4.82808 -0.81774
C 7.58616 5.79703 -0.73870
H 9.07561 6.71866 0.50009
H 8.57801 5.29730 2.45968
H 6.79897 3.58692 2.32383
H 5.53990 3.27855 0.22586
H 6.04075 4.69287 -1.73798
H 7.80316 6.42061 -1.59652
C -2.76049 -6.98985 -0.90436
C -3.03057 -7.94359 -1.87675
C -1.99067 -8.65045 -2.46502
C -0.68034 -8.40865 -2.07522
C -0.41103 -7.45714 -1.10080
C -1.45002 -6.74475 -0.51718
H -3.57100 -6.43614 -0.44813
H -4.05312 -8.13590 -2.17666
H -2.20105 -9.39014 -3.22708
H 0.13086 -8.96223 -2.53103
H 0.61091 -7.26908 -0.79583
H -1.23884 -6.00338 0.23682
C 7.15780 -0.33965 1.01033
C 7.32409 -1.55868 0.36768
C 8.36092 -1.72846 -0.53989
C 9.23538 -0.68163 -0.79924
C 9.07050 0.53669 -0.15444
C 8.03030 0.70820 0.74778
H 6.34662 -0.20522 1.71541
H 6.64464 -2.37625 0.57396
H 8.48770 -2.67727 -1.04559
H 10.04569 -0.81566 -1.50452
H 9.75198 1.35368 -0.35523
H 7.89733 1.65824 1.24596
```

Calculated values
* E_HOMO: -7.58 eV
* LUMO level: 0.35 eV
* total charge: 0
* DFT total energy: -94172.5006 eV
* gap between HOMO and LUMO: 7.93 eV

Entry 4:
Entry from the Open Molecules 2025 dataset: a structure of composition C4H6HgO3 in a non-equilibrium geometry (ωB97M-V/def2-TZVPD).

The geometry in XYZ format:
```
14
C4H6HgO3 (ωB97M-V/def2-TZVPD)
O -0.07149 0.69880 0.48380
C 0.60723 1.51870 -0.28581
C 0.85802 2.79010 0.39347
H 0.28917 2.94645 1.31888
H 1.94281 2.80582 0.60636
H 0.70816 3.60267 -0.33419
O -0.32108 -0.59772 -1.35872
Hg 1.48608 0.40001 -2.40961
C -0.49250 -0.49207 -0.16717
O -0.88173 -1.40883 0.63817
C -1.00196 -2.81031 0.31838
H -0.00639 -3.26308 0.30828
H -1.60471 -3.23197 1.12620
H -1.51160 -2.95858 -0.63803
```

Calculated values
* E_HOMO (alpha / beta): -12.88 / -14.57 eV
* LUMO level (alpha / beta): -5.04 / -6.38 eV
* energy above the lowest of the compared OMol25 structures with the same formula, charge and spin: 21.0 kcal per mole
* 2S+1: 2
* total charge: +1
* DFT total energy: -14552.5167 eV
* gap between HOMO and LUMO (alpha / beta): 7.84 / 8.19 eV
* <S²>: 0.76